[1]
C3H3LiNaO4 | ωB97M-V/def2-TZVPD

**Spin multiplicity**: 2
**E_HOMO (alpha / beta)**: -6.08 / -5.79 eV
**E**: -15968.1305 eV
**Maximum force**: 2.72 eV/A
**Relative energy (zero: lowest compared OMol25 entry of this formula, charge and spin)**: 338.0 kJ/mol

Last column: Löwdin charge in e.
Positions of all 12 atoms, in Å:
O 0.583 0.230 3.036  -0.25
O 1.099 -0.520 -0.221  0.00
C 0.743 0.124 -1.343  -0.78
C 0.113 -0.903 0.677  -0.29
O 1.639 0.500 -2.110  -0.03
O -0.491 0.308 -1.590  -0.19
C -0.415 0.063 1.618  -0.28
H 0.199 -1.956 0.960  0.09
H -1.387 -0.271 2.042  0.07
H -0.446 1.101 1.222  0.09
Na 0.216 1.444 -3.876  0.82
Li -1.853 -0.120 -0.413  0.75

[2]
C27H47N5O3PRuS3Si4Te | ωB97M-V/def2-TZVPD

**Spin multiplicity**: 2
**E_HOMO (alpha / beta)**: -5.84 / -7.31 eV
**E**: -125538.0509 eV
**Maximum force**: 0.34 eV/A
**Relative energy (zero: lowest compared OMol25 entry of this formula, charge and spin)**: 73.7 kJ/mol

Last column: Löwdin charge in e.
Positions of all 92 atoms, in Å:
Ru 1.039 -1.317 0.010  0.14
O 0.929 -1.793 -1.998  -0.36
N 1.504 -2.934 -2.396  -0.19
C 1.514 -3.165 -3.731  -0.02
C 2.046 -4.312 -4.238  -0.05
C 2.585 -5.253 -3.350  -0.06
C 2.567 -4.999 -2.006  -0.08
C 2.013 -3.808 -1.497  -0.64
S 1.942 -3.441 0.178  0.66
H 1.071 -2.372 -4.314  0.14
H 2.044 -4.471 -5.306  0.11
H 3.015 -6.172 -3.724  0.11
H 2.974 -5.700 -1.291  0.11
C 6.071 -0.429 0.408  -0.19
N 5.435 0.180 -0.762  -0.15
C 5.243 1.606 -0.492  -0.19
N 4.499 1.888 0.732  -0.14
C 5.166 1.227 1.852  -0.18
N 5.352 -0.210 1.660  -0.15
C 4.070 -0.916 1.680  -0.30
P 2.957 -0.349 0.321  0.77
C 4.160 -0.476 -1.069  -0.28
C 3.100 1.469 0.620  -0.30
H 7.067 0.006 0.510  0.13
H 6.175 -1.502 0.238  0.13
H 4.726 2.063 -1.338  0.13
H 6.229 2.064 -0.400  0.13
H 4.587 1.395 2.763  0.13
H 6.151 1.683 1.973  0.13
H 3.568 -0.748 2.634  0.06
H 4.231 -1.992 1.579  0.08
H 3.719 -0.031 -1.965  0.10
H 4.332 -1.536 -1.281  0.09
H 2.566 1.730 1.537  0.08
H 2.624 2.015 -0.199  0.07
C -5.651 2.079 -1.033  -0.21
Si -3.798 2.385 -0.945  0.34
C -3.216 3.169 -2.554  -0.22
C -3.433 3.574 0.446  -0.21
Si -2.700 0.314 -0.684  0.25
Te -0.253 0.941 -0.261  1.12
Si -2.633 -0.726 -2.798  0.34
C -4.392 -0.721 -3.468  -0.21
C -2.067 -2.511 -2.683  -0.21
C -1.538 0.242 -3.977  -0.21
Si -3.591 -1.106 0.967  0.35
C -2.678 -2.734 1.061  -0.20
C -5.351 -1.442 0.389  -0.21
C -3.600 -0.240 2.622  -0.20
H -6.164 3.008 -1.297  0.03
H -6.036 1.753 -0.065  0.02
H -5.918 1.326 -1.776  0.01
H -3.677 4.154 -2.668  0.04
H -3.481 2.573 -3.429  0.01
H -2.132 3.311 -2.553  0.03
H -4.002 4.494 0.281  0.04
H -2.375 3.842 0.492  0.01
H -3.703 3.174 1.423  0.02
H -5.082 -1.234 -2.794  0.02
H -4.421 -1.240 -4.430  0.04
H -4.768 0.291 -3.624  0.02
H -2.805 -3.117 -2.154  0.02
H -1.111 -2.602 -2.165  0.00
H -1.949 -2.932 -3.686  0.04
H -1.888 1.270 -4.089  0.01
H -1.555 -0.225 -4.967  0.04
H -0.504 0.258 -3.628  0.02
H -2.684 -3.256 0.102  0.01
H -3.168 -3.379 1.797  0.04
H -1.643 -2.597 1.373  -0.02
H -5.356 -1.975 -0.565  0.02
H -5.931 -0.526 0.267  0.01
H -5.866 -2.071 1.120  0.04
H -2.585 -0.028 2.963  0.02
H -4.090 -0.867 3.372  0.04
H -4.130 0.713 2.578  0.03
O -1.828 3.106 2.793  -0.29
S -0.486 2.888 2.334  0.59
O 0.034 3.799 1.348  -0.33
N -0.331 1.317 1.770  -0.52
C 0.398 0.510 2.657  -0.79
S 0.722 -1.138 2.348  0.59
C 0.916 1.261 3.747  -0.27
C 1.734 0.828 4.809  -0.04
C 2.188 1.756 5.720  -0.08
C 1.857 3.117 5.621  -0.08
C 1.042 3.559 4.591  -0.04
C 0.586 2.624 3.683  -0.24
H 1.999 -0.218 4.890  0.10
H 2.822 1.428 6.534  0.10
H 2.232 3.818 6.353  0.10
H 0.767 4.602 4.498  0.12

[3]
C6H14KNO2S | ωB97M-V/def2-TZVPD

**E_HOMO**: -7.12 eV
**E**: -39194.9336 eV
**Maximum force**: 0.26 eV/A
**Relative energy (zero: lowest compared OMol25 entry of this formula, charge and spin)**: 6.1 kJ/mol

Last column: Löwdin charge in e.
Positions of all 25 atoms, in Å:
K -1.578 0.037 0.635  0.84
C -2.189 1.557 -2.223  -0.14
O -2.696 1.989 -0.947  -0.21
H -2.519 2.223 -3.021  0.08
H -2.482 0.528 -2.437  0.07
H -1.103 1.606 -2.163  0.08
H -3.644 2.122 -1.035  0.08
C 1.257 1.494 2.920  -0.06
C 1.425 0.090 2.386  -0.30
O 1.163 0.097 0.992  -0.26
C 1.460 -1.157 0.361  -0.28
C 1.366 -0.980 -1.132  -0.07
H 1.453 1.519 3.991  0.08
H 0.240 1.857 2.756  0.07
H 1.944 2.178 2.425  0.08
H 0.748 -0.611 2.896  0.12
H 2.444 -0.273 2.560  0.12
H 0.752 -1.924 0.707  0.12
H 2.464 -1.468 0.668  0.12
H 0.350 -0.731 -1.441  0.03
H 1.602 -1.917 -1.636  0.08
H 2.056 -0.205 -1.469  0.09
S -0.962 -3.622 -2.924  0.43
C -1.568 -2.588 -1.828  -1.07
N -1.981 -1.820 -1.041  -0.13

[4]
C5H8FO3P | ωB97M-V/def2-TZVPD

**E_HOMO**: 0.78 eV
**E**: -23458.9276 eV
**Maximum force**: 3.51 eV/A
**Relative energy (zero: lowest compared OMol25 entry of this formula, charge and spin)**: 23.5 kJ/mol
**Charge**: -2

Last column: Löwdin charge in e.
Positions of all 18 atoms, in Å:
C -1.797 -1.036 0.112  -0.23
C 0.191 -2.137 -0.482  -0.11
C 1.698 1.432 -0.024  -0.12
C 0.969 -0.871 -0.749  -0.33
C 1.126 0.104 0.470  -0.26
O -1.804 1.868 -0.612  -0.46
O -2.960 -0.532 -0.847  -0.37
O -3.349 1.007 1.252  -0.48
F 0.612 -2.410 0.913  -0.26
P -2.328 0.654 0.186  0.27
H -2.200 -1.639 0.874  -0.01
H 2.282 1.232 -0.847  0.03
H 2.129 2.076 0.749  0.06
H 0.832 1.895 -0.362  0.02
H 0.735 -0.338 -1.662  0.09
H 1.900 -1.204 -1.005  0.03
H 1.784 -0.375 1.067  0.04
H 0.179 0.276 0.967  0.07

Question: Among the records above, which one has the lowest maximum force?
Answer: C6H14KNO2S

Question: The lowest maximum force belongs to which entry?
Answer: C6H14KNO2S

Repeat the third record exactly.
C6H14KNO2S | ωB97M-V/def2-TZVPD

**E_HOMO**: -7.12 eV
**E**: -39194.9336 eV
**Maximum force**: 0.26 eV/A
**Relative energy (zero: lowest compared OMol25 entry of this formula, charge and spin)**: 6.1 kJ/mol

Last column: Löwdin charge in e.
Positions of all 25 atoms, in Å:
K -1.578 0.037 0.635  0.84
C -2.189 1.557 -2.223  -0.14
O -2.696 1.989 -0.947  -0.21
H -2.519 2.223 -3.021  0.08
H -2.482 0.528 -2.437  0.07
H -1.103 1.606 -2.163  0.08
H -3.644 2.122 -1.035  0.08
C 1.257 1.494 2.920  -0.06
C 1.425 0.090 2.386  -0.30
O 1.163 0.097 0.992  -0.26
C 1.460 -1.157 0.361  -0.28
C 1.366 -0.980 -1.132  -0.07
H 1.453 1.519 3.991  0.08
H 0.240 1.857 2.756  0.07
H 1.944 2.178 2.425  0.08
H 0.748 -0.611 2.896  0.12
H 2.444 -0.273 2.560  0.12
H 0.752 -1.924 0.707  0.12
H 2.464 -1.468 0.668  0.12
H 0.350 -0.731 -1.441  0.03
H 1.602 -1.917 -1.636  0.08
H 2.056 -0.205 -1.469  0.09
S -0.962 -3.622 -2.924  0.43
C -1.568 -2.588 -1.828  -1.07
N -1.981 -1.820 -1.041  -0.13

Question: relative energy (zero: lowest compared OMol25 entry of this formula, charge and spin) of number 3 (C6H14KNO2S)?
Answer: 6.1 kJ/mol